C34H68Br2F6O24PPb as an isolated structure in a non-equilibrium geometry. Source: the Open Molecules 2025 dataset; level of theory: ωB97M-V with the def2-TZVPD basis set.

Computed properties:
HOMO level: -11.7 eV
HOMO-LUMO gap: 9.594 eV
M: 1372.9 g mol⁻¹
lowest unoccupied orbital energy: -2.103 eV
electronic energy: -9423.57158 a.u.
total charge: +1

Cartesian coordinates (Å):
H 5.245392 2.027150 4.998316
H -6.253448 2.881323 3.965932
H -4.468626 2.930612 2.257015
H -0.368968 -7.390064 0.539871
Br 5.439866 2.509160 2.549885
H -3.105644 -4.565185 8.710260
H -0.502365 -2.491766 -6.824536
O 2.574416 -6.249056 -1.417224
H 1.334284 -7.769908 -0.012303
H 4.717379 -4.876024 -0.330753
H -1.690934 -2.192018 -8.099748
H 3.090015 -2.705839 -1.805937
C -5.333325 2.226188 2.277290
F 2.258173 0.565643 0.825026
O 0.025580 5.970055 -1.893578
O -3.397937 -0.446175 -4.080719
C -2.208865 -4.651780 -1.701921
H -1.050934 -5.193327 -3.545487
H 4.077823 1.468887 -3.050121
O -1.096059 3.393053 1.039731
H -1.718252 -5.394927 -1.037316
C -3.093585 -4.837853 6.619579
Br 2.316180 2.007343 4.243723
H -2.977389 -2.103904 0.885318
H -2.832595 -2.033373 -5.734161
O 0.117200 -3.906741 5.530401
O -0.105385 3.736941 -2.342019
H 4.334955 0.058269 -2.001976
C -2.200912 -1.251221 -6.240669
C 0.303002 4.887335 -2.579347
H 0.224511 -2.123900 4.413792
H -4.447275 -6.946637 -2.922346
F 1.894728 -1.301691 -0.576951
H -0.949293 7.719650 -0.628166
H -4.973342 -0.832422 -2.942137
O 5.806666 3.584320 -0.464180
C 3.953786 1.070621 -1.993301
H -3.505721 -0.253224 -1.988779
O 4.044453 3.722941 -1.904126
H 3.658327 -0.014127 4.922292
O -4.396576 -3.394015 -2.924165
O -3.402019 -5.335302 -2.156878
H 3.719310 5.500034 1.145160
H -3.230547 -5.534305 5.784751
P 1.010433 -0.290937 0.373748
H -6.596032 1.104716 3.584893
H -2.882850 -0.478766 -6.679606
H 3.101709 5.131660 -0.391647
H 2.910941 1.034009 -1.599624
O -4.799265 0.948561 1.674159
C -1.173456 -1.763042 -7.225324
H 2.041291 5.837555 0.941853
H 6.485577 4.838360 -1.908542
C 7.287730 5.577450 -0.015485
H -4.382606 -5.642329 8.046426
H -0.802024 5.063302 4.220924
C 0.643068 -3.149055 4.473488
H 3.646250 0.125087 3.109627
H 1.723208 -3.010512 4.615818
Pb -1.206049 1.999483 -1.013439
O 0.150849 4.212459 2.741100
F -0.300820 -0.900555 -0.326399
F 0.040776 0.594305 1.280858
H 2.820816 4.061625 -3.876098
F 1.126564 -1.357930 1.546309
C -0.751718 8.181449 -1.616896
H 1.345194 7.568531 -1.929887
C 4.827998 3.111602 -1.253370
C 2.442536 3.828641 1.322445
C 3.736242 0.710134 4.043854
C -1.220336 -4.078168 5.472466
O -1.858697 -3.812907 4.476949
C 1.797182 -5.468958 -0.848354
H -2.434467 -3.778497 -1.135655
H 0.415127 7.379673 -3.358423
H 3.468253 -4.323466 -2.337822
O 1.072599 3.413466 0.882023
C 4.451930 -3.847904 -0.472364
H 7.577359 6.564489 -0.490285
H 2.948345 2.965022 0.997113
C -1.047137 4.226992 3.566078
O -3.565502 1.955566 0.125616
C -2.116630 -0.035206 -4.127310
O -1.692474 -4.551389 6.634148
C 2.833113 5.131481 0.710648
H 1.814994 4.536930 -5.365263
O 1.151502 5.174936 -3.536444
H -0.436738 9.217805 -1.462965
H -1.199251 3.314687 4.199089
H -1.684077 -3.613286 -3.614701
H -4.707861 -1.602475 1.185446
H -4.424143 0.833925 -3.060727
C 0.418584 -7.282882 -0.217477
C -5.462661 -6.698358 -2.702634
H -5.694957 -7.024134 -1.653292
O -1.580455 0.675032 -3.283339
C -4.344524 -4.579797 -2.756798
O -5.555735 -5.271490 -2.864348
H 1.192074 3.308826 -4.281815
H 4.176936 -3.360865 0.441605
C 3.264180 -3.753206 -1.433323
C -3.360059 -5.391123 8.010328
H -3.652017 -3.949914 6.455184
H -6.063907 -7.251857 -3.459558
C 6.230533 4.917045 -0.847103
O 4.888930 1.783968 -1.130002
H 8.212090 5.051267 0.004186
C -3.871825 0.998963 0.788270
H -1.652058 8.101413 -2.209508
H 6.877495 5.769910 0.982989
H -0.628663 -0.906253 -7.630887
C 0.006473 3.678570 1.519168
H 5.306810 -3.301773 -0.830413
C -5.806333 1.928799 3.635304
H 0.352938 -3.543055 3.496576
H -0.334164 -3.874396 -2.444998
O -1.484537 -0.614814 -5.165031
F 0.957783 0.849944 -0.973253
C -4.138782 -0.162083 -2.875678
H 0.041845 -7.648140 -1.143444
H -2.747812 -6.274089 8.181325
O 2.011867 -4.135145 -0.773572
H -4.981524 1.729844 4.337240
O -3.303180 -0.197139 0.619442
C -3.672945 -1.444913 1.314084
C 1.818542 4.197626 -4.334713
H 5.332564 5.541346 -0.826303
H -1.945137 4.358217 2.977202
H -6.056226 2.546630 1.479177
O 0.653148 -5.860734 -0.352839
C 0.375226 7.303328 -2.257450
H 5.921376 0.671309 4.157218
C 5.100349 1.430731 4.133359
H 2.423503 3.975530 2.395523
C -1.247708 -4.326677 -2.945166
H -3.393541 -1.368718 2.376817

Atoms 1-6, force components in eV/Å:
-0.30 0.71 0.67
-0.21 -0.50 0.17
-0.71 -0.37 0.04
0.55 0.05 -0.06
0.06 -0.04 0.18
-0.27 -0.83 -0.14


One molecule with the formula C6H10BNO in a non-equilibrium geometry. Source: the Open Molecules 2025 dataset; level of theory: ωB97M-V with the def2-TZVPD basis set.

Computed properties:
HOMO level: -8.6 eV
HOMO-LUMO gap: 9.237 eV
M: 123.0 g mol⁻¹
lowest unoccupied orbital energy: 0.679 eV
electronic energy: -389.46265 a.u.
structure (SMILES): CN(BO)C1C=CC=C1

Cartesian coordinates (Å):
H 1.111415 -2.103586 0.089211
H 3.415071 -0.781950 -0.784187
C 2.372332 1.066371 -0.178692
H 3.196745 1.689851 -0.525460
N -0.822491 -0.053650 0.009041
H -1.413066 -2.101156 0.762528
H -1.094024 -2.074849 -0.926108
O -3.022792 0.621444 -0.106084
C 0.478560 -0.007489 0.594379
H 0.817704 2.358600 0.595985
C -1.475306 -1.445560 -0.143774
H 0.329624 -0.209957 1.676045
H -1.337809 2.132298 -0.295826
C 2.542708 -0.387088 -0.372134
B -1.755708 1.041204 0.011804
H -3.493486 1.332926 -0.510538
C 1.435929 -1.004117 0.105960
H -2.471735 -1.421939 -0.395001
C 1.186335 1.348653 0.392848

Atoms 1-6, force components in eV/Å:
0.99 1.79 0.01
1.12 -0.86 -0.57
0.30 -0.29 -0.13
-0.54 0.42 0.34
-2.48 -1.61 -0.43
0.16 0.85 -0.26